*w*
DFT (ωB97M-V with the def2-TZVPD basis set) results for a cluster of 2 separate species, C2H3O2P in total.

Positions of all 8 atoms, in Å:
P 1.087 -0.411 -0.867
H 2.325 -1.122 -0.576
O 0.804 -0.679 0.605
H -2.169 2.320 2.330
O 0.083 -1.285 -1.792
C -0.703 0.793 1.299
C -1.485 1.558 1.818
H 0.058 -1.175 -2.817

The value obtained for the highest occupied orbital energy (alpha / beta) is -9.8 / -9.6 eV. As for the LUMO energy (alpha / beta): -0.0793 / -0.0471 hartree.

***

*x*
DFT (ωB97M-V with the def2-TZVPD basis set) results for an isolated molecule of C2H3O2P.

Positions of all 8 atoms, in Å:
P -1.929 0.390 0.025
O 0.622 -0.861 0.083
O 0.641 1.331 -0.083
H -1.015 1.398 -0.027
C -0.780 -0.856 -0.027
H -1.138 -1.916 -0.014
C 1.195 0.292 0.036
H 2.404 0.223 0.007

The value obtained for the highest occupied orbital energy is -9.4 eV. The SMILES is [H]/P=C\OC=O. As for the LUMO energy: 0.0048 hartree.

***

Which of them is most stable? Easy: *x*.

***

*w*
DFT (ωB97M-V with the def2-TZVPD basis set) results for a cluster of 5 separate species, C2H14O4 in total.

Positions of all 20 atoms, in Å:
O -0.228 1.023 -2.211
C 2.302 -0.286 0.324
H -2.396 -1.624 -1.419
H 0.620 0.694 -2.527
O -0.887 2.259 0.258
H -2.265 0.043 2.226
H -0.723 0.218 -1.959
H 2.883 -0.890 -0.361
H 0.931 -0.683 1.963
H -0.941 3.075 -0.248
O -1.513 -1.329 -1.187
H -0.354 1.701 -0.336
H 1.906 0.621 -0.128
H -1.630 -1.100 -0.245
H 0.315 -1.223 0.372
H 1.636 -2.115 1.098
H -1.649 0.718 0.984
H 2.965 0.070 1.114
O -2.164 -0.048 1.276
C 1.191 -1.125 1.007

The value obtained for the highest occupied orbital energy is -11.4 eV. The SMILES is CC.O.O.O.O. As for the LUMO energy: 0.0266 hartree.

***

*x*
DFT (ωB97M-V with the def2-TZVPD basis set) results for a cluster of 5 separate species, C2H14O4 in total.

Positions of all 20 atoms, in Å:
C 3.359 5.231 1.988
O -1.747 -5.872 -0.286
H 1.520 5.316 0.730
O -3.722 -3.493 -0.647
H -2.996 -3.919 -0.180
H 2.856 4.548 -0.091
H -2.571 -1.111 -2.523
H -1.272 -6.574 0.152
H -2.108 -2.475 -2.670
H -3.775 -4.015 -1.454
C 2.605 5.318 0.632
O -0.719 -3.096 0.102
H 4.168 5.955 1.988
H -1.485 -2.665 0.500
O -1.747 -1.579 -2.713
H 3.748 4.233 2.180
H -0.486 -2.485 -0.604
H 2.698 5.454 2.818
H -1.217 -5.075 -0.190
H 2.891 6.305 0.268

The value obtained for the highest occupied orbital energy is -11.6 eV. The SMILES is CC.O.O.O.O. As for the LUMO energy: 0.0209 hartree.

***

Which of them is most stable? Easy: *w*.

***

*w*
DFT (ωB97M-V with the def2-TZVPD basis set) results for a structure of composition C8H10Br2O2S.

Positions of all 23 atoms, in Å:
Br -4.947 0.216 -0.010
C -0.506 0.172 -0.036
H 2.305 -1.747 0.381
H -0.122 -0.657 -2.194
C 0.327 -1.027 0.020
O -2.303 1.799 -0.826
C -3.238 -0.593 -0.115
C 2.126 0.317 1.041
H 3.076 0.281 1.575
H 3.092 0.470 -0.870
H 2.639 2.030 -0.170
H -3.090 -1.018 -1.101
C 0.270 -0.256 -1.271
H 1.330 -1.518 1.842
Br -0.604 -2.750 -0.058
S -2.101 0.812 0.188
C 1.079 0.964 -1.145
C 2.310 1.002 -0.316
H -3.134 -1.322 0.681
O -2.247 1.175 1.564
H 1.414 0.900 1.627
C 1.573 -1.095 0.867
H 0.753 1.845 -1.674

The value obtained for the highest occupied orbital energy is -9.2 eV. As for the LUMO energy: -0.0155 hartree.

***

*x*
DFT (ωB97M-V with the def2-TZVPD basis set) results for a structure of composition C8H10Br2O2S.

Positions of all 23 atoms, in Å:
C 0.082 2.042 0.091
H 3.169 -1.693 1.168
H -3.233 1.068 -0.397
H -1.778 1.489 1.304
H 2.589 -2.446 -0.305
H -1.932 3.028 0.580
C -1.478 0.209 -1.355
C -1.408 1.992 0.479
Br 2.613 0.606 -0.693
O 0.496 -2.038 2.462
C 2.321 -2.351 0.699
Br 2.720 -4.069 1.434
C 0.587 0.620 0.083
S 0.590 -2.032 1.076
H -2.225 1.940 -1.633
C -2.159 1.339 -0.759
H 0.284 -0.972 -1.711
H 0.378 2.464 -0.809
H 0.793 2.520 0.732
O -0.143 -2.958 0.296
C -0.085 -0.467 0.526
H -1.951 -0.086 -2.236
C -0.229 -0.205 -1.029

The value obtained for the highest occupied orbital energy (alpha / beta) is -8.7 / -8.7 eV. As for the LUMO energy (alpha / beta): -0.0435 / -0.0434 hartree.

***

Which of them is most stable? Easy: *w*.

***

*w*
DFT (ωB97M-V with the def2-TZVPD basis set) results for an isolated molecule of C4H6F2.

Positions of all 12 atoms, in Å:
H -0.250 1.233 1.773
H 1.554 1.776 -0.241
C -0.507 -0.611 0.281
H -0.542 -1.613 0.980
H -1.591 1.331 0.271
C 0.617 -0.411 -0.595
F 1.676 -0.637 0.353
C 0.605 1.129 -0.456
H 0.861 -0.696 -1.604
H -0.190 1.441 -1.258
C -0.486 0.978 0.638
F -1.811 -0.472 -0.256

The value obtained for the highest occupied orbital energy is -10.4 eV. The SMILES is F[C@@H]1CC[C@H]1F. As for the LUMO energy: 0.0426 hartree.

***

*x*
DFT (ωB97M-V with the def2-TZVPD basis set) results for an isolated molecule of C4H6F2.

Positions of all 12 atoms, in Å:
H -1.816 -1.198 1.848
H 1.827 -0.194 -0.067
C 0.271 0.566 -1.390
H 0.635 1.159 0.545
C -1.059 -0.485 1.459
C 0.805 0.227 0.036
H -0.784 1.045 -1.451
C -0.037 -0.829 0.698
H 0.093 -0.394 -1.870
F -1.296 0.770 1.732
H 0.196 -1.894 0.573
F 1.165 1.227 -2.111

The value obtained for the highest occupied orbital energy is -9.7 eV. The SMILES is F/C=C\CCF. As for the LUMO energy: 0.0394 hartree.

***

Which of them is most stable? Easy: *x*.

***

*w*
DFT (ωB97M-V with the def2-TZVPD basis set) results for a cluster of 2 separate species, C4H15N3O in total.

Positions of all 23 atoms, in Å:
H -0.069 2.939 2.178
H 1.411 -0.498 0.202
C 0.585 0.179 0.411
H -1.508 0.308 -3.036
H 0.953 1.687 2.830
C 0.128 -0.671 -1.762
H -0.078 -1.678 -1.267
N -1.841 -1.655 -3.048
H 0.752 2.412 0.113
H -1.734 -2.683 -2.853
C 1.005 1.603 0.836
H 0.898 -1.421 3.574
O 0.789 -0.843 4.339
H -1.195 0.113 -0.584
H -0.117 -0.597 -3.940
C -0.807 -0.581 -3.000
H 2.057 1.604 0.761
H 1.212 -1.058 5.119
H 1.189 -0.481 -2.026
N 0.293 1.944 2.138
H -2.487 -1.573 -3.916
N -0.325 0.389 -0.819
H 0.057 -0.258 1.331

The value obtained for the highest occupied orbital energy is -8.6 eV. The SMILES is NCCNCCN.O. As for the LUMO energy: 0.0314 hartree.

***

*x*
DFT (ωB97M-V with the def2-TZVPD basis set) results for a cluster of 2 separate species, C4H15N3O in total.

Positions of all 23 atoms, in Å:
H -0.756 -1.282 -2.659
O 2.163 1.187 -1.186
H 1.420 -1.793 -0.728
H -1.847 -1.837 1.359
C -0.340 1.347 0.802
H 1.223 1.383 -1.196
H -0.562 1.847 -0.165
N 1.065 -1.569 -1.645
H 1.587 1.014 1.265
C -0.499 -0.174 0.536
H 0.470 -0.683 0.628
H -2.509 -0.337 1.582
H 2.701 1.907 -0.851
N 0.912 1.748 1.444
H 1.586 -0.803 -2.047
C -1.526 -0.795 1.492
H -0.858 -2.373 -1.279
H 0.779 1.859 2.440
C -0.341 -1.461 -1.655
N -0.906 -0.347 -0.889
H -0.955 -0.803 2.429
H -1.666 0.263 -1.130
H -1.142 1.701 1.455

The value obtained for the highest occupied orbital energy is -8.2 eV. The SMILES is C[C@H](CN)NCN.O. As for the LUMO energy: 0.0354 hartree.

***

*y*
DFT (ωB97M-V with the def2-TZVPD basis set) results for a cluster of 2 separate species, C4H15N3O in total.

Positions of all 23 atoms, in Å:
H 1.665 1.998 -0.268
C 1.256 -1.866 0.102
H -0.005 -0.902 -1.954
H -0.367 -0.434 2.770
H 2.304 -1.615 0.090
H 1.891 0.568 -1.914
H -1.633 1.723 1.049
O -1.728 2.160 0.188
H 0.440 1.269 -2.731
H -1.085 -2.035 0.987
H 0.813 0.178 0.601
H 1.030 -2.514 -0.750
H 1.031 -2.382 1.032
H -1.981 -0.397 2.536
H -1.933 1.418 -0.393
H -1.812 -0.631 0.281
N -1.086 -0.163 2.115
N 0.971 2.114 -0.993
C 0.850 0.891 -1.799
H 0.053 2.350 -0.620
C -0.974 -0.950 0.867
N -0.023 -0.163 -1.260
C 0.323 -0.619 0.066

The value obtained for the highest occupied orbital energy is -8.9 eV. The SMILES is C[C@H](CN)NCN.O. As for the LUMO energy: 0.0306 hartree.

***

*z*
DFT (ωB97M-V with the def2-TZVPD basis set) results for a cluster of 2 separate species, C4H15N3O in total.

Positions of all 23 atoms, in Å:
C 1.133 -1.707 0.080
H 0.848 -0.327 1.650
C 1.232 0.729 -0.119
O -2.658 -1.684 0.670
H 1.332 1.729 0.421
H 2.456 -1.207 -1.557
H -0.546 -0.162 -0.995
C 1.584 -0.468 0.821
N -0.301 0.614 -0.405
H -2.101 -0.939 0.650
H 2.637 -0.414 1.203
N -1.163 2.641 0.754
C -1.049 1.870 -0.507
H -3.126 -1.698 -0.229
H -0.314 3.132 1.114
H 0.046 -1.896 -0.189
H -1.395 2.116 1.546
H 1.681 0.762 -1.123
H 1.255 -1.768 -1.953
H -2.082 1.873 -0.896
N 1.837 -1.844 -1.203
H 1.130 -2.667 0.571
H -0.564 2.516 -1.236

The value obtained for the highest occupied orbital energy is -8.8 eV. The SMILES is NCCCNCN.O. As for the LUMO energy: 0.0264 hartree.

***

Which of them is most stable? Easy: *y*.

***

*w*
DFT (ωB97M-V with the def2-TZVPD basis set) results for a structure of composition C7H9NO2S2.

Positions of all 21 atoms, in Å:
H -5.115 1.152 -1.246
H -1.048 1.894 -0.841
H -6.260 0.162 0.208
C -0.300 1.107 -0.517
C 2.223 0.617 -0.237
C -0.785 -0.152 -0.080
O -4.405 -0.288 0.259
C 3.636 0.965 -0.152
H 1.307 2.465 0.225
C -5.324 0.810 -0.017
C 1.183 1.451 -0.003
S 1.975 -1.014 -0.784
O 4.135 0.558 1.148
N -3.070 0.279 0.168
C -2.167 -0.618 -0.022
H 5.089 0.002 0.819
H -5.327 1.980 0.764
S 0.449 -1.346 0.457
H 4.282 0.581 -0.900
H -2.588 -1.757 0.255
H 3.721 2.109 -0.327

The value obtained for the highest occupied orbital energy is -8.2 eV. As for the LUMO energy: -0.0184 hartree.

***

*x*
DFT (ωB97M-V with the def2-TZVPD basis set) results for a cluster of 2 separate species, C7H9NO2S2 in total.

Positions of all 21 atoms, in Å:
H 2.822 1.415 -1.181
C -0.777 -2.289 1.179
O -0.874 1.865 2.371
C 1.835 1.736 -1.660
H 1.118 2.671 0.754
C 0.300 -1.574 0.649
C -0.776 1.581 1.031
O -1.522 0.768 0.553
C -1.621 -2.881 0.161
H -0.149 2.372 2.651
H -1.823 -2.790 -1.882
H 1.613 0.876 -2.477
H 0.109 0.712 -1.180
C 0.428 1.895 0.383
H -0.891 -2.411 2.274
S 1.582 -0.812 1.354
S 0.074 -1.541 -1.208
C -1.279 -2.558 -1.106
N 0.628 1.555 -0.900
H 1.803 2.720 -2.135
H -2.599 -3.310 0.370

The value obtained for the highest occupied orbital energy (alpha / beta) is -7.3 / -8.0 eV. As for the LUMO energy (alpha / beta): -0.0641 / -0.0128 hartree.

***

Which of them is most stable? Easy: *x*.